(1)
Computed, not measured: the molecule C6H15NO, with ωB97M-V with the def2-TZVPD basis set.

Element x y z (Å)
C  2.16  0.63  -1.48
C  1.54  0.59  -0.10
C  -0.17  0.52  -0.06
C  -0.77  0.01  -1.37
O  -0.57  1.87  0.07
N  -0.50  -0.19  1.14
C  -0.01  -1.57  1.22
C  -2.11  -0.23  1.32
H  3.24  0.81  -1.41
H  1.73  1.42  -2.10
H  2.03  -0.34  -1.99
H  2.02  -0.22  0.45
H  1.80  1.51  0.44
H  -1.87  0.11  -1.36
H  -0.45  0.64  -2.21
H  -0.51  -1.02  -1.58
H  -0.50  2.03  1.03
H  1.00  -1.58  1.63
H  -0.03  -2.09  0.27
H  -0.61  -2.15  1.93
H  -2.56  -0.98  0.66
H  -2.30  -0.50  2.36
H  -2.57  0.74  1.14

For the largest force on an atom, the calculation gives 0.073 Eh/bohr. Its SMILES is CC[C@](C)(O)N(C)C. The calculation puts the energy at -10001.9302 eV. The orbital gap comes out at 9.8 eV.

(2)
Computed, not measured: C5H8N2O as an isolated structure, with ωB97M-V with the def2-TZVPD basis set.

Element x y z (Å)
C  -2.36  -0.29  -0.84
C  -1.07  -0.21  -0.09
C  1.14  -0.72  -0.02
N  -0.87  0.57  0.95
C  1.50  1.31  0.03
C  2.17  -1.30  0.56
N  -0.01  -0.86  -0.60
O  2.55  1.69  0.46
H  -1.63  1.21  1.17
H  0.39  0.92  0.82
H  1.05  1.75  -0.89
H  -2.51  -1.31  -1.20
H  -3.21  -0.01  -0.22
H  -2.33  0.37  -1.71
H  2.16  -2.38  0.69
H  3.02  -0.73  0.89

For the largest force on an atom, the calculation gives 0.029 Eh/bohr. The calculation puts the energy at -10338.5061 eV. The orbital gap comes out at 8.2 eV.

(3)
Computed, not measured: a 2-piece molecular cluster, C6H13NSSi overall, with ωB97M-V with the def2-TZVPD basis set.

Element x y z (Å)
C  -3.41  -0.26  0.44
C  1.30  2.43  0.77
C  0.42  -2.57  0.55
C  0.37  0.80  -2.11
C  0.95  0.96  1.05
C  -0.53  -1.68  -0.25
N  -3.72  -1.34  0.68
Si  0.00  0.13  -0.38
S  -2.87  1.25  0.10
H  1.84  2.85  1.62
H  1.93  2.52  -0.11
H  0.40  3.01  0.61
H  1.39  -2.64  0.07
H  0.55  -2.19  1.56
H  0.01  -3.58  0.62
H  -0.27  0.33  -2.85
H  0.21  1.88  -2.17
H  1.40  0.61  -2.39
H  0.35  0.92  1.97
H  1.86  0.40  1.25
H  -1.53  -1.74  0.22
H  -0.66  -2.09  -1.25

For the largest force on an atom, the calculation gives 0.044 Eh/bohr. The calculation puts the energy at -26635.3186 eV. The orbital gap comes out at 7.9 eV.

(4)
Computed, not measured: the molecule C22H36N2O8S2, with ωB97M-V with the def2-TZVPD basis set.

Element x y z (Å)
C  2.50  -2.49  -6.12
C  2.45  -1.52  -4.94
C  2.17  -0.10  -5.43
C  1.39  -1.98  -3.94
C  1.35  -1.11  -2.68
C  0.39  0.08  -2.81
O  -0.67  0.03  -3.37
O  0.86  1.13  -2.16
N  0.89  -1.83  -1.50
C  -0.37  -2.53  -1.48
C  -1.22  -2.08  -0.31
C  -1.83  -2.99  0.54
C  -2.61  -2.53  1.59
C  -2.78  -1.18  1.81
C  -2.16  -0.26  0.97
C  -2.28  1.23  1.17
N  -1.07  1.84  1.68
C  -0.62  1.53  3.02
C  -1.64  1.84  4.12
C  -2.14  3.29  4.11
C  -1.01  4.28  4.40
C  -3.26  3.44  5.14
C  -0.19  0.05  3.10
O  -0.52  -0.72  3.95
O  0.62  -0.25  2.09
S  -0.07  2.72  0.71
C  1.58  1.98  0.62
O  -0.64  2.70  -0.62
O  0.12  4.01  1.32
C  -1.39  -0.73  -0.09
S  1.99  -2.16  -0.32
C  2.90  -3.62  -0.90
O  1.29  -2.54  0.88
O  2.91  -1.06  -0.24
H  1.55  -2.49  -6.64
H  2.72  -3.50  -5.79
H  3.27  -2.19  -6.83
H  3.43  -1.53  -4.44
H  1.18  -0.04  -5.87
H  2.23  0.61  -4.61
H  2.90  0.19  -6.19
H  1.58  -3.02  -3.66
H  0.41  -1.94  -4.42
H  2.34  -0.73  -2.42
H  0.19  1.82  -1.93
H  -0.90  -2.30  -2.41
H  -0.20  -3.61  -1.42
H  -1.70  -4.05  0.39
H  -3.09  -3.24  2.25
H  -3.38  -0.83  2.63
H  -3.11  1.46  1.84
H  -2.46  1.72  0.21
H  0.28  2.14  3.17
H  -1.16  1.62  5.07
H  -2.48  1.16  4.02
H  -2.54  3.52  3.11
H  -1.42  5.27  4.57
H  -0.46  3.98  5.29
H  -0.33  4.34  3.56
H  -2.88  3.23  6.13
H  -3.66  4.45  5.12
H  -4.07  2.75  4.93
H  0.83  -1.20  1.98
H  2.13  2.60  -0.07
H  1.54  0.96  0.26
H  2.03  2.02  1.60
H  -0.92  -0.01  -0.73
H  3.42  -3.36  -1.82
H  3.62  -3.88  -0.13
H  2.20  -4.42  -1.05

For the largest force on an atom, the calculation gives 0.020 Eh/bohr. Its SMILES is CC(C)C[C@@H](C(=O)O)N(Cc1cccc(CN([C@@H](CC(C)C)C(=O)O)S(C)(=O)=O)c1)S(C)(=O)=O. The calculation puts the energy at -64430.1217 eV. The orbital gap comes out at 9.4 eV.

(5)
Computed, not measured: an isolated ion of composition C5H12N3O and charge +1, with ωB97M-V with the def2-TZVPD basis set.

Element x y z (Å)
C  2.30  0.39  0.27
C  -0.09  0.41  -0.35
C  3.64  -0.01  -0.43
C  -0.69  -1.80  0.49
C  -3.25  0.37  0.69
N  1.23  0.21  -0.32
N  -0.99  -0.49  0.01
N  -0.49  1.56  -0.94
O  -2.35  -0.18  -0.29
H  2.50  1.20  1.08
H  3.57  -1.15  -0.52
H  3.50  0.46  -1.44
H  4.54  0.21  0.09
H  -1.25  -2.45  -0.07
H  0.41  -2.00  0.26
H  -0.79  -1.87  1.54
H  -4.19  0.33  0.11
H  -2.84  1.39  0.94
H  -3.46  -0.34  1.52
H  0.20  2.09  -1.52
H  -1.52  1.67  -1.12

For the largest force on an atom, the calculation gives 0.147 Eh/bohr. The calculation puts the energy at -11884.0642 eV. Its multiplicity is 3. Its charge is +1. The orbital gap (spin up / spin down) comes out at 7.2 / 7.1 eV.

(6)
Computed, not measured: H3NOP as an isolated structure, with ωB97M-V with the def2-TZVPD basis set.

Element x y z (Å)
N  -1.87  -0.34  0.01
O  -0.35  -0.78  0.00
P  1.19  -0.51  0.11
H  -2.03  0.48  0.65
H  1.21  0.86  0.52
H  1.85  0.29  -1.29

For the largest force on an atom, the calculation gives 0.050 Eh/bohr. The calculation puts the energy at -12871.0858 eV. Its charge is -1. The orbital gap comes out at 6.7 eV.